Arrangement a

DFT (ωB97M-V/def2-TZVPD) results for C4H6N4 in the gas phase.

Molecular weight ... 110.1 g/mol
Structure (SMILES) ... C1=C2N=NC[C@H]2NN1
HOMO-LUMO gap ... 8.084 eV
HOMO level ... -8.1 eV

```
! RIJCOSX wB97M-V def2-TZVPD def2/J DEFGRID3
* xyz 0 1
C -0.21534 1.12820 1.31436
C 0.46799 -0.69129 0.04460
C 0.36202 -1.16717 -1.24858
C -0.72610 0.21411 0.23976
H -1.00427 1.41713 2.01832
H 0.29225 1.99570 0.87307
H 0.62841 -2.13641 -1.70063
H -1.02478 -0.78960 -2.62032
H -0.52442 1.46091 -1.32167
H -1.48426 -0.51071 0.50632
N 0.86666 0.37728 1.95991
N 1.26260 -0.50414 1.15157
N -0.47273 -0.28144 -1.96179
N -1.11571 0.64542 -1.12911
*
```

=====

Arrangement b

DFT (ωB97M-V/def2-TZVPD) results for C4H6N4 in the gas phase.

Molecular weight ... 110.1 g/mol
Structure (SMILES) ... C=C1C=NN=CN1N
HOMO-LUMO gap ... 8.872 eV
HOMO level ... -8.3 eV

```
! RIJCOSX wB97M-V def2-TZVPD def2/J DEFGRID3
* xyz 0 1
C -0.33148 0.25648 1.41215
C -1.08305 -0.54388 -0.95319
C 0.30019 -0.09657 -0.86452
C 1.21396 -0.09001 -1.85758
H 2.48516 -0.21201 0.47220
H 2.24556 1.34844 0.22452
H -0.00010 0.55072 2.39186
H -1.44353 -0.89933 -1.95786
H 2.18075 0.28392 -1.60009
H 0.94114 -0.41157 -2.86412
N 1.93138 0.60496 0.79831
N 0.59522 0.30314 0.41929
N -1.56998 -0.06680 1.22003
N -1.95759 -0.52934 -0.02159
*
```

=====

Arrangement c

DFT (ωB97M-V/def2-TZVPD) results for a molecular structure, C4H6N4.

Molecular weight ... 110.1 g/mol
HOMO-LUMO gap ... 9.913 eV
HOMO level ... -9.0 eV

```
! RIJCOSX wB97M-V def2-TZVPD def2/J DEFGRID3
* xyz 0 1
C 1.76326 -0.08052 -0.31424
C -1.30973 1.07686 -0.25130
C -2.30494 0.22555 -0.28070
C -1.78319 -1.06797 0.10433
H 3.35159 -1.19679 -0.69205
H 0.88813 -0.95672 -0.94178
H 1.18164 0.94431 1.47496
H -1.48036 2.22434 -0.14200
H -3.32182 0.29123 -0.63856
H -2.29586 -1.83442 0.18000
N 3.08034 -0.29241 -0.13016
N 1.07062 0.94673 0.35538
N -0.18901 0.33842 0.14639
N -0.60704 -1.04924 0.37281
*
```

=====

arrangement b (142.4 kJ/mol below the next structure)

=====

Arrangement a

DFT (ωB97M-V/def2-TZVPD) results for C4H6N4 in the gas phase.

Molecular weight ... 110.1 g/mol
HOMO-LUMO gap (spin up / spin down) ... 8.052 / 8.104 eV
HOMO level (spin up / spin down) ... -7.8 / -7.6 eV

```
! RIJCOSX wB97M-V def2-TZVPD def2/J DEFGRID3
* xyz 0 1
C -3.06323 0.26718 -0.14307
C 0.21881 -1.25679 0.28811
C -0.26305 1.01252 0.42342
C 1.92793 0.47094 -0.23592
N -4.16427 0.19154 -0.41377
N -1.17533 -1.06872 -0.03058
N -1.48969 0.21085 -0.00207
N 0.78069 0.07113 0.52170
H 0.25042 -1.82002 1.23245
H 0.62591 -1.70521 -0.63795
H -0.24084 1.93671 0.00800
H 2.67909 -0.14897 0.08849
H 1.62892 0.32192 -1.23481
H 2.28465 1.51692 0.13601
*
```

=====

Arrangement b

DFT (ωB97M-V/def2-TZVPD) results for C4H6N4 in the gas phase.

Molecular weight ... 110.1 g/mol
Structure (SMILES) ... [H]/N=C(/N)n1cccn1
HOMO-LUMO gap ... 10.517 eV
HOMO level ... -9.5 eV

```
! RIJCOSX wB97M-V def2-TZVPD def2/J DEFGRID3
* xyz 0 1
C 1.48570 0.08321 -0.01201
C -0.81869 1.06319 0.06482
C -2.09127 0.58313 0.13729
C -1.89313 -0.80445 -0.10970
H 2.93133 -1.28790 0.20878
H 1.34408 -1.95875 -0.20904
H 1.67179 1.97644 -0.38451
H -0.52650 2.06095 0.40152
H -2.96933 1.13288 0.34365
H -2.61715 -1.59383 -0.13508
N 1.96134 -1.16757 0.31415
N 2.14808 1.11097 -0.23248
N -0.00150 -0.02054 -0.12054
N -0.62474 -1.17773 -0.26684
*
```

=====

arrangement b (531.3 kJ/mol below the next structure)

=====

Arrangement a

DFT (ωB97M-V/def2-TZVPD) results for C4H6N4 in the gas phase.

Molecular weight ... 110.1 g/mol
Structure (SMILES) ... C1=NC2=NNC[C@H]2N1
HOMO-LUMO gap ... 8.349 eV
HOMO level ... -7.5 eV

```
! RIJCOSX wB97M-V def2-TZVPD def2/J DEFGRID3
* xyz 0 1
C 1.21818 0.70245 -0.13107
C -0.08389 -1.08222 0.23452
C -2.04622 -0.46976 -0.18248
C -0.07735 0.36465 0.42811
H 1.24859 0.94305 -1.21764
H 1.72861 1.55298 0.36589
H 2.78604 -0.71797 -0.39171
H -3.15036 -0.39493 -0.27569
H -1.82148 1.56476 -0.17150
H -0.00708 0.54088 1.48703
N 1.89552 -0.56218 -0.00877
N 1.04224 -1.57555 -0.08156
N -1.39494 -1.56137 0.04402
N -1.33787 0.69521 -0.09914
*
```

=====

Arrangement b

DFT (ωB97M-V/def2-TZVPD) results for C4H6N4 in the gas phase.

Molecular weight ... 110.1 g/mol
Structure (SMILES) ... [H]/N=C\NN1C[C@@H]1C#N
HOMO-LUMO gap ... 9.193 eV
HOMO level ... -8.6 eV

```
! RIJCOSX wB97M-V def2-TZVPD def2/J DEFGRID3
* xyz 0 1
C 0.79344 1.71418 -0.89723
C 1.24219 -0.87527 0.67136
C -0.13934 -1.00271 1.32801
C -1.15147 -1.89366 0.78413
H -0.27931 2.42451 -2.24976
H 1.83489 1.72551 -0.46991
H -1.16985 1.01952 -0.37275
H 1.20791 -1.62026 -0.12090
H 2.30380 -0.51959 1.15387
H -0.12977 -0.65674 2.40691
N 0.70791 2.63273 -1.83641
N -0.15583 0.74910 -0.57937
N 0.35147 0.26570 0.49586
N -2.08021 -2.22298 0.25347
*
```

=====

arrangement a (326.9 kJ/mol below the next structure)

=====

Arrangement a

DFT (ωB97M-V/def2-TZVPD) results for 2 unconnected molecules or ions with the total composition C14H16.

Molecular weight ... 184.3 g/mol
Structure (SMILES) ... Cc1ccccc1.Cc1ccccc1
HOMO-LUMO gap ... 9.720 eV
HOMO level ... -8.8 eV

```
! RIJCOSX wB97M-V def2-TZVPD def2/J DEFGRID3
* xyz 0 1
C 3.57426 0.13336 -1.47419
C 1.49498 1.51580 -1.69175
C 2.70044 1.26007 -1.02802
C 0.37934 1.93017 -0.98028
C 0.50114 2.24752 0.36874
C 2.87907 1.92242 0.19161
C 1.77017 2.38119 0.90312
H 1.38708 1.30625 -2.74862
H -0.57169 2.10211 -1.46397
H 3.28764 -0.29430 -2.43349
H 3.45685 -0.68838 -0.76057
H -0.37088 2.36578 0.99397
H 3.89165 2.08788 0.53588
H 2.00209 2.79924 1.87680
H 4.65097 0.31960 -1.47855
C -1.68127 -0.25976 2.46657
C -1.05503 -1.01819 0.14380
C -1.98741 -0.97647 1.17066
C -1.23212 -1.80913 -0.98133
C -2.39750 -2.55762 -1.09272
C -3.19136 -1.65685 1.01071
C -3.35515 -2.48402 -0.10088
H -0.10334 -0.53315 0.31139
H -0.45148 -1.86582 -1.72762
H -1.09770 0.63678 2.27872
H -1.09760 -0.92851 3.09793
H -2.56621 -3.18387 -1.95701
H -3.91016 -1.76643 1.80894
H -4.31248 -2.97333 -0.23623
H -2.59432 -0.01235 2.99639
*
```

=====

Arrangement b

DFT (ωB97M-V/def2-TZVPD) results for 2 unconnected molecules or ions with the total composition C14H16.

Molecular weight ... 184.3 g/mol
Structure (SMILES) ... Cc1ccccc1.Cc1ccccc1
HOMO-LUMO gap ... 9.781 eV
HOMO level ... -8.8 eV

```
! RIJCOSX wB97M-V def2-TZVPD def2/J DEFGRID3
* xyz 0 1
C 1.35958 1.79011 1.57480
C 1.34040 -0.08276 -0.13209
C 1.58764 1.24208 0.19046
C 1.53449 -0.56886 -1.42009
C 1.96092 0.29486 -2.42276
C 2.07500 2.07148 -0.81779
C 2.32451 1.58857 -2.09251
H 0.94229 -0.77117 0.60369
H 1.29494 -1.60786 -1.58836
H 0.45302 1.35498 1.97806
H 1.14389 2.85732 1.53096
H 2.00207 -0.14160 -3.39153
H 2.29448 3.10281 -0.56634
H 2.86748 2.16069 -2.82419
H 2.22133 1.55356 2.19534
C -1.13018 -2.10364 2.65230
C -1.92516 -0.05701 1.43451
C -1.60685 -1.40189 1.41547
C -2.19732 0.60128 0.22792
C -1.67351 -2.07316 0.18963
C -1.92102 0.01908 -0.98595
C -1.79633 -1.38664 -0.99830
H -1.96364 0.53628 2.33682
H -2.53561 1.63158 0.23832
H -1.61864 -3.07263 2.74023
H -1.30249 -1.55251 3.57774
H -1.69192 -3.14535 0.13208
H -1.81390 0.53131 -1.93256
H -1.95128 -1.91320 -1.92445
H -0.05281 -2.28274 2.65006
*
```

=====

arrangement b (29.6 kJ/mol below the next structure)